1.
C33H73O3P2 | wB97M-V/def2-TZVPD

```
! wB97M-V def2-TZVPD RIJCOSX def2/J DEFGRID3
* xyz 1 1
C 5.679 2.291 -0.273
C 4.469 1.628 0.396
C 3.136 1.553 -0.421
C 2.328 2.869 -0.396
P 0.739 2.910 -1.260
C 0.130 4.614 -1.167
C -1.377 4.964 -1.077
C -1.802 6.037 -0.065
C -1.531 5.509 1.349
C -0.276 1.737 -0.293
C -0.358 1.973 1.166
C -1.612 1.424 1.730
C -1.863 1.795 3.226
C 0.712 2.273 -2.965
C -0.628 2.553 -3.765
C -0.472 2.391 -5.286
C -1.699 2.563 -6.172
H 5.458 3.305 -0.605
H 6.118 1.718 -1.089
H 6.526 2.372 0.409
H 4.278 2.218 1.293
H 4.823 0.675 0.790
H 2.519 0.737 -0.043
H 3.263 1.215 -1.449
H 2.855 3.526 -1.087
H 2.283 3.349 0.582
H 0.561 5.241 -1.948
H 0.662 5.068 -0.331
H -2.043 4.119 -0.907
H -1.653 5.291 -2.080
H -2.822 6.406 -0.177
H -1.268 6.971 -0.237
H -0.473 5.541 1.609
H -2.024 4.538 1.409
H -1.813 6.189 2.153
H 0.154 0.750 -0.461
H -1.192 1.874 -0.866
H -0.335 3.057 1.281
H 0.505 1.670 1.758
H -1.489 0.368 1.492
H -2.494 1.744 1.175
H -2.125 2.827 3.461
H -1.088 1.483 3.926
H -2.707 1.245 3.642
H 0.843 1.223 -2.704
H 1.596 2.766 -3.368
H -0.703 3.640 -3.735
H -1.443 2.032 -3.264
H -0.149 1.360 -5.431
H 0.428 2.930 -5.583
H -1.884 3.536 -6.627
H -2.697 2.372 -5.776
H -1.723 1.775 -6.924
C -1.626 -6.612 -2.554
C -0.529 -5.544 -2.367
C -0.945 -4.143 -2.223
C 0.023 -3.187 -1.624
P -0.001 -3.164 0.188
C -0.044 -4.768 1.057
C -0.570 -4.720 2.491
C 0.539 -4.816 3.557
C 0.072 -4.420 4.921
C 1.414 -2.247 0.682
C 1.455 -1.643 2.100
C 1.981 -0.229 2.212
C 1.886 0.273 3.645
C -1.625 -2.354 0.648
C -2.004 -1.010 -0.034
C -3.336 -0.445 0.601
C -3.195 -0.031 2.056
H -1.773 -6.721 -3.629
H -2.542 -6.284 -2.062
H -1.313 -7.622 -2.288
H 0.127 -5.535 -3.238
H 0.071 -5.917 -1.536
H -1.970 -3.999 -1.881
H -0.937 -3.860 -3.275
H -0.245 -2.149 -1.817
H 1.039 -3.501 -1.865
H 0.922 -5.272 1.067
H -0.738 -5.365 0.464
H -1.206 -5.592 2.644
H -1.358 -3.992 2.681
H 1.406 -4.227 3.258
H 0.826 -5.868 3.552
H 0.119 -3.331 4.956
H 0.728 -4.809 5.699
H -0.969 -4.730 5.011
H 1.553 -1.374 0.044
H 2.332 -2.834 0.678
H 2.095 -2.253 2.738
H 0.456 -1.738 2.523
H 1.377 0.458 1.619
H 3.018 -0.191 1.880
H 0.982 0.815 3.920
H 2.530 1.133 3.826
H 2.087 -0.496 4.391
H -1.660 -2.192 1.725
H -2.370 -3.119 0.427
H -2.076 -1.015 -1.121
H -1.216 -0.258 0.013
H -4.178 -1.130 0.499
H -3.541 0.350 -0.116
H -3.859 0.808 2.263
H -2.181 0.259 2.331
H -3.439 -0.768 2.821
O 1.309 -0.898 -2.644
C 1.439 -0.515 -1.439
O 0.413 -0.210 -0.859
O 2.573 -0.300 -1.047
H 0.351 -0.913 -2.582
*
```

Values from the calculation:
HOMO energy, eV: -10.42
LUMO level, eV: -1.79
Gap between HOMO and LUMO, eV: 8.63

=====

2.
C33H73O3P2 | wB97M-V/def2-TZVPD

```
! wB97M-V def2-TZVPD RIJCOSX def2/J DEFGRID3
* xyz 1 1
C -22.838 -4.627 -26.058
C -21.685 -5.678 -26.336
C -20.884 -6.095 -25.073
C -19.581 -6.859 -25.353
P -18.279 -6.899 -24.070
C -16.956 -8.006 -24.638
C -17.401 -9.483 -24.789
C -16.348 -10.538 -25.230
C -17.027 -11.939 -25.338
C -18.970 -7.383 -22.436
C -19.940 -8.535 -22.359
C -20.234 -8.920 -20.872
C -19.109 -9.779 -20.223
C -17.536 -5.220 -23.918
C -16.956 -4.747 -25.263
C -16.272 -3.384 -25.300
C -16.188 -2.920 -26.775
H -22.475 -3.945 -25.289
H -23.719 -5.102 -25.628
H -23.036 -3.968 -26.904
H -20.966 -5.235 -27.025
H -22.110 -6.521 -26.881
H -21.533 -6.583 -24.345
H -20.583 -5.155 -24.610
H -19.029 -6.488 -26.217
H -19.894 -7.877 -25.585
H -15.984 -7.785 -24.199
H -16.670 -7.648 -25.627
H -18.243 -9.553 -25.477
H -17.659 -9.904 -23.818
H -15.591 -10.608 -24.449
H -15.832 -10.151 -26.109
H -17.618 -12.256 -24.479
H -16.261 -12.676 -25.576
H -17.694 -12.055 -26.193
H -19.498 -6.515 -22.042
H -18.104 -7.656 -21.833
H -19.604 -9.408 -22.919
H -20.849 -8.233 -22.878
H -21.173 -9.472 -20.915
H -20.378 -7.956 -20.385
H -18.227 -9.144 -20.151
H -18.823 -10.608 -20.870
H -19.274 -10.093 -19.192
H -16.923 -5.384 -23.032
H -18.249 -4.456 -23.607
H -17.764 -4.514 -25.955
H -16.231 -5.365 -25.793
H -15.263 -3.337 -24.890
H -16.943 -2.713 -24.763
H -17.145 -3.000 -27.291
H -15.439 -3.442 -27.370
H -15.832 -1.893 -26.695
C -15.570 -1.186 -19.743
C -16.074 -2.607 -19.217
C -14.910 -3.473 -18.715
C -14.357 -4.316 -19.922
P -12.671 -4.813 -19.684
C -12.225 -5.612 -21.273
C -13.041 -5.181 -22.517
C -12.348 -5.538 -23.830
C -12.089 -7.007 -24.045
C -11.498 -3.483 -19.495
C -11.451 -2.258 -20.531
C -10.506 -1.115 -20.050
C -10.314 -0.086 -21.205
C -12.584 -6.122 -18.460
C -11.337 -7.028 -18.384
C -10.215 -6.359 -17.698
C -8.890 -7.207 -17.799
H -16.363 -0.457 -19.908
H -15.000 -1.222 -20.672
H -14.869 -0.815 -18.995
H -16.756 -3.157 -19.867
H -16.593 -2.307 -18.307
H -15.304 -4.202 -18.007
H -14.163 -2.874 -18.194
H -14.296 -3.727 -20.836
H -14.931 -5.226 -20.100
H -12.421 -6.681 -21.196
H -11.141 -5.522 -21.348
H -13.204 -4.109 -22.627
H -14.026 -5.644 -22.580
H -11.442 -4.946 -23.700
H -12.855 -5.127 -24.703
H -11.663 -7.534 -23.191
H -11.439 -7.097 -24.916
H -12.999 -7.480 -24.416
H -10.529 -3.982 -19.497
H -11.771 -3.036 -18.540
H -12.405 -1.830 -20.840
H -10.977 -2.603 -21.450
H -9.513 -1.520 -19.857
H -10.968 -0.636 -19.186
H -9.975 -0.614 -22.097
H -9.548 0.622 -20.890
H -11.158 0.558 -21.452
H -13.443 -6.775 -18.618
H -12.741 -5.602 -17.515
H -11.106 -7.311 -19.411
H -11.585 -7.924 -17.816
H -10.456 -6.111 -16.664
H -9.970 -5.381 -18.110
H -8.790 -7.554 -18.827
H -8.742 -8.035 -17.105
H -8.041 -6.561 -17.575
O -14.234 -8.809 -20.622
C -15.343 -8.527 -21.179
O -15.747 -7.414 -21.531
O -15.947 -9.597 -21.268
H -14.789 -9.576 -20.782
*
```

Values from the calculation:
HOMO energy, eV: -10.43
LUMO level, eV: -1.64
Gap between HOMO and LUMO, eV: 8.80

=====

3.
C33H73O3P2 | wB97M-V/def2-TZVPD

```
! wB97M-V def2-TZVPD RIJCOSX def2/J DEFGRID3
* xyz 1 1
C -1.848 0.269 -5.693
C -0.761 0.876 -4.686
C -1.420 1.698 -3.609
C -2.186 0.940 -2.529
P -3.127 2.002 -1.279
C -3.749 0.892 -0.048
C -4.999 1.335 0.668
C -4.931 2.679 1.351
C -3.681 2.836 2.284
C -4.517 2.707 -2.237
C -5.472 1.690 -2.833
C -6.793 2.239 -3.284
C -6.736 3.341 -4.324
C -1.989 3.359 -0.817
C -0.637 2.995 -0.125
C 0.049 4.222 0.351
C -0.633 4.957 1.438
H -1.902 -0.842 -5.607
H -1.554 0.400 -6.722
H -2.811 0.676 -5.516
H -0.084 1.515 -5.340
H -0.233 0.048 -4.160
H -2.127 2.446 -3.985
H -0.685 2.362 -3.070
H -1.484 0.412 -1.870
H -3.015 0.271 -2.812
H -2.888 0.683 0.630
H -3.837 -0.071 -0.563
H -5.255 0.515 1.338
H -5.843 1.363 -0.070
H -5.821 2.964 1.868
H -4.827 3.403 0.511
H -3.715 3.770 2.892
H -2.731 2.671 1.733
H -3.621 2.054 3.082
H -3.949 3.320 -3.018
H -4.997 3.376 -1.539
H -5.669 1.035 -2.007
H -4.967 1.267 -3.749
H -7.414 2.673 -2.398
H -7.398 1.325 -3.510
H -6.186 3.106 -5.206
H -6.342 4.246 -3.769
H -7.707 3.736 -4.594
H -2.424 4.094 -0.217
H -1.738 3.873 -1.729
H 0.003 2.436 -0.808
H -0.823 2.258 0.705
H 0.294 4.895 -0.502
H 1.100 3.992 0.627
H -0.806 4.321 2.350
H -1.597 5.334 1.141
H -0.178 5.847 1.822
C -0.418 -5.029 3.885
C 1.139 -4.869 3.908
C 1.633 -3.581 3.202
C 3.100 -3.577 2.714
P 3.409 -2.297 1.534
C 2.786 -0.670 2.061
C 3.235 -0.169 3.427
C 2.958 1.290 3.654
C 2.943 1.666 5.140
C 5.213 -2.145 1.473
C 5.785 -0.726 1.212
C 5.697 -0.366 -0.245
C 6.544 -1.298 -1.158
C 2.619 -2.725 0.033
C 3.078 -4.136 -0.562
C 2.375 -4.443 -1.953
C 3.428 -4.768 -3.059
H -0.782 -5.755 4.583
H -0.760 -5.265 2.900
H -0.826 -4.011 4.098
H 1.508 -5.703 3.340
H 1.441 -4.932 4.968
H 1.401 -2.651 3.780
H 0.989 -3.397 2.269
H 3.413 -4.495 2.176
H 3.818 -3.603 3.555
H 1.715 -0.622 1.888
H 3.126 -0.104 1.204
H 4.286 -0.428 3.559
H 2.632 -0.695 4.147
H 2.012 1.533 3.110
H 3.744 1.817 3.147
H 2.104 1.086 5.598
H 2.847 2.745 5.291
H 3.851 1.222 5.575
H 5.682 -2.900 0.910
H 5.428 -2.378 2.526
H 6.815 -0.742 1.562
H 5.190 0.023 1.748
H 6.053 0.606 -0.406
H 4.611 -0.332 -0.550
H 6.538 -0.856 -2.150
H 6.241 -2.303 -1.188
H 7.565 -1.273 -0.829
H 2.996 -1.817 -0.578
H 1.478 -2.539 0.063
H 2.775 -4.899 0.146
H 4.164 -4.203 -0.744
H 1.798 -3.607 -2.286
H 1.662 -5.336 -1.786
H 2.971 -4.866 -4.071
H 3.961 -5.721 -2.777
H 4.161 -3.922 -3.026
O -1.980 -1.636 0.226
C -0.762 -1.042 0.475
O 0.132 -1.589 1.076
O -0.760 0.150 0.090
H -2.101 -2.530 0.546
*
```

Values from the calculation:
HOMO energy, eV: -10.87
LUMO level, eV: -1.39
Gap between HOMO and LUMO, eV: 9.47

=====

Most stable = 3